Below is one molecule with the formula C4H5NOS2 in a non-equilibrium geometry, with properties calculated with ωB97M-V/def2-TZVPD.

Atoms and positions in Å:
O: 1.440 1.943 0.338
N: 0.639 0.870 -0.225
C: -0.682 1.200 -0.211
C: -1.287 -0.008 -0.227
S: -3.021 -0.323 0.149
C: -0.324 -1.041 0.084
C: 0.867 -0.422 0.074
S: 2.539 -0.987 -0.119
H: 1.773 2.685 -0.480
H: -0.630 2.442 -0.025
H: -3.330 -0.792 -1.031
H: -0.478 -2.134 0.288
H: 2.936 -1.243 1.316

## Properties
SMILES ... On1cc(S)cc1S
Total energy ... -1081.62276 Eh
LUMO ... 0.2 eV
Energy above the lowest of the compared OMol25 structures with the same formula, charge and spin ... 4.640 eV
Strongest force on any atom ... 0.100 Eh/bohr
Gap between HOMO and LUMO ... 9.12 eV
Net charge ... 0

=====

Below is a 2-piece molecular cluster, C2H8OS2 overall in a non-equilibrium geometry, with properties calculated with ωB97M-V/def2-TZVPD.

Atoms and positions in Å:
C: 2.475 -1.179 -0.044
S: 0.640 -0.909 0.130
S: 0.115 -0.789 -1.845
H: 2.902 -0.376 -0.638
H: 2.879 -1.128 0.960
H: 2.597 -2.132 -0.540
H: -0.567 -1.932 -1.808
C: -1.981 2.662 2.130
O: -1.806 1.800 1.052
H: -1.107 3.288 2.299
H: -2.303 2.207 3.070
H: -2.779 3.424 1.996
H: -2.325 1.019 1.212

## Properties
SMILES ... CSS.CO
Total energy ... -952.57548 Eh
LUMO ... 0.7 eV
Energy above the lowest of the compared OMol25 structures with the same formula, charge and spin ... 1.036 eV
Strongest force on any atom ... 0.043 Eh/bohr
Gap between HOMO and LUMO ... 9.34 eV
Net charge ... 0

=====

Below is a 2-piece molecular cluster, C5H9NO overall in a non-equilibrium geometry, with properties calculated with ωB97M-V/def2-TZVPD.

Atoms and positions in Å:
C: 0.921 -1.166 1.536
N: -0.022 -0.003 1.374
C: -1.022 0.462 1.831
O: -1.934 1.077 2.125
H: 1.538 -1.189 0.509
H: 1.577 -0.804 2.317
H: 0.486 -2.237 1.728
C: 1.282 0.568 -1.207
C: -0.030 0.869 -1.045
C: -1.266 0.121 -1.510
H: 2.009 1.193 -0.686
H: 1.633 -0.392 -1.574
H: -0.297 1.884 -0.607
H: -1.065 -0.898 -1.952
H: -1.854 0.624 -2.269
H: -1.956 -0.108 -0.572

## Properties
SMILES ... CN=C=O.C=CC
Total energy ... -325.83630 Eh
LUMO ... 0.7 eV
Energy above the lowest of the compared OMol25 structures with the same formula, charge and spin ... 2.755 eV
Strongest force on any atom ... 0.072 Eh/bohr
Gap between HOMO and LUMO ... 9.84 eV
Net charge ... 0

=====

Below is C2H2N2OS as an isolated structure in a non-equilibrium geometry, with properties calculated with ωB97M-V/def2-TZVPD.

Atoms and positions in Å:
C: -1.572 -0.676 0.018
C: 0.746 0.305 0.666
N: -2.208 -0.105 -0.752
N: 0.873 0.255 -0.640
O: 1.178 0.819 1.613
S: -0.624 -1.428 1.205
H: 1.537 0.867 -0.920
H: 0.069 -0.036 -1.191

## Properties
Total energy ... -660.31596 Eh
LUMO ... -0.3 eV
Energy above the lowest of the compared OMol25 structures with the same formula, charge and spin ... 0.864 eV
Strongest force on any atom ... 0.074 Eh/bohr
Gap between HOMO and LUMO ... 9.37 eV
Net charge ... 0